Record 1
Computed, not measured: a molecular structure, H28O14 in a non-equilibrium geometry, with wB97M-V/def2-TZVPD.

HOMO energy (eV): -9.782
F_max (eV Å⁻¹): 10.08
Kohn-Sham gap (eV): 9.1

Structure (XYZ):
```
42
Properties=species:S:1:pos:R:3:forces:R:3:mulliken_charge:R:1
O 3.855758 52.676587 22.329048 1.1 1.8 2.2 -0.861
H 3.920840 51.708568 22.023896 -1.5 3.9 0.6 0.189
H 3.561093 53.330156 21.636374 -0.1 -1.2 2.3 0.358
O 2.815260 47.716793 22.547798 -1.2 -0.2 -1.6 -0.691
H 3.559907 47.543065 21.943420 -0.1 -0.2 0.3 0.419
H 2.057124 47.617581 21.886623 1.1 0.6 1.6 0.358
O 6.846576 52.277927 22.713695 -2.3 0.9 0.2 -0.715
H 7.220347 51.438110 22.874788 0.8 -1.5 0.3 0.315
H 5.851096 52.100097 22.686042 1.2 0.9 0.8 0.475
O 5.480632 49.793264 24.860622 -2.7 -9.1 -3.5 -0.652
H 5.774833 50.570787 25.000687 3.3 8.5 2.3 0.220
H 5.440855 49.185568 25.577170 0.1 0.1 1.4 0.269
O 3.189220 50.884678 24.819716 -1.9 4.1 -1.4 -0.765
H 3.257345 51.724637 24.166332 0.2 -2.6 1.8 0.373
H 3.820829 50.258056 24.535287 0.9 -0.6 -0.6 0.320
O 3.983361 50.534047 22.104802 1.5 -8.2 0.5 0.344
H 3.949030 49.581681 22.521961 -0.9 2.4 -1.0 -0.008
H 4.845587 50.514813 21.643838 0.2 -0.3 -0.3 0.197
O 0.603310 50.685500 23.345912 4.3 -2.5 0.1 -0.704
H 0.386911 51.558877 23.500998 -1.0 3.0 0.6 0.311
H 1.640769 50.699330 23.604472 -3.4 -0.4 -0.4 0.457
O 6.665152 47.995074 23.116995 -1.4 1.7 0.0 -0.705
H 6.683071 47.233702 23.675138 0.2 -1.0 0.6 0.335
H 6.103045 48.652499 23.649308 1.1 -0.6 -0.6 0.422
O 4.923160 48.844489 19.302211 -0.5 0.7 -2.6 -0.720
H 4.731962 48.252299 20.093653 0.4 0.9 -1.3 0.449
H 4.776756 48.322722 18.476239 0.1 0.8 1.1 0.234
O 5.903209 52.896932 20.234291 -1.7 7.0 2.6 -0.852
H 6.009672 52.415778 21.148218 0.2 2.5 -3.5 0.357
H 5.944570 52.317056 19.525709 0.4 -0.5 -1.3 0.357
O 5.016942 47.429097 21.056934 1.8 -4.0 2.7 -0.730
H 5.625012 47.655691 21.885069 -0.5 -0.7 -1.6 0.356
H 5.279227 46.513589 20.661154 -0.5 2.5 1.3 0.313
O 6.180964 51.001120 20.562331 3.5 -8.7 0.5 -0.660
H 7.095842 50.566336 20.480350 -1.9 0.6 0.4 0.204
H 5.731172 50.685751 19.767753 -0.3 -1.0 0.0 0.316
O 1.371001 50.571140 20.544984 4.5 -1.3 -3.5 -0.638
H 2.445452 50.550953 20.348703 -4.4 0.0 0.9 0.290
H 1.324933 51.003710 21.359590 -0.3 1.0 2.4 0.393
O 3.113632 53.353427 20.320057 0.5 0.6 -2.7 -0.664
H 4.040024 53.012788 20.326087 0.5 1.0 -0.4 0.437
H 2.838733 52.781269 19.624050 -1.6 -0.4 -1.0 0.298
```
Positions in Å, forces in eV/Å.


Record 2
Computed, not measured: C5H5BrClNO2S in the gas phase in a non-equilibrium geometry, with wB97M-V/def2-TZVPD.

HOMO energy (eV): -9.040
F_max (eV Å⁻¹): 4.59
Kohn-Sham gap (eV): 9.4
SMILES: CS(=O)(=O)n1cc(Br)cc1Cl

Structure (XYZ):
```
16
Properties=species:S:1:pos:R:3:forces:R:3:mulliken_charge:R:1
C 2.528372 2.109038 0.035438 -2.2 -2.7 0.3 -0.517
C 1.401137 0.042045 0.043672 0.5 4.6 0.1 -0.307
C 2.618331 0.668098 0.035165 1.1 0.1 0.0 -0.092
C 1.184959 2.311096 0.082646 -0.3 1.1 -1.0 0.174
C -1.733147 -0.595419 -0.201598 1.5 1.1 -1.6 -1.013
N 0.472212 1.139054 0.035652 -0.2 -1.3 0.2 0.087
O -1.719763 1.458888 1.330999 -0.1 0.1 2.2 -0.592
O -1.715130 1.857319 -1.009167 -0.3 0.6 -2.0 -0.585
S -1.272883 1.064212 0.061951 0.7 1.0 -0.1 1.082
Cl 0.476133 3.861603 -0.195740 -0.1 -0.3 0.4 -0.161
Br 4.334269 -0.121180 0.009513 -0.3 -0.3 -0.1 -0.185
H 3.231082 2.831932 -0.224107 1.2 0.8 0.1 0.472
H 1.079066 -0.906855 -0.124697 -0.6 -2.5 -0.1 0.514
H -2.791951 -0.413048 -0.416885 -0.1 -0.7 1.0 0.412
H -1.321290 -0.783563 -1.212911 0.1 -0.7 0.7 0.325
H -1.267687 -1.094198 0.647963 -0.9 -0.8 -0.3 0.386
```
Positions in Å, forces in eV/Å.


Record 3
Computed, not measured: a molecular structure, C16H30BeN4O6 in a non-equilibrium geometry, with wB97M-V/def2-TZVPD.

HOMO energy (eV): -7.361
F_max (eV Å⁻¹): 6.25
Kohn-Sham gap (eV): 2.9

Structure (XYZ):
```
57
Properties=species:S:1:pos:R:3:forces:R:3:mulliken_charge:R:1
Be 7.367094 -5.861434 8.778940 0.3 0.1 0.6 0.616
C 7.619746 -8.435897 13.799120 -0.6 0.0 0.3 -1.160
C 6.253473 -8.736392 13.080893 -1.2 2.3 -1.7 0.539
C 5.028212 -8.083611 13.829561 0.8 0.1 0.5 -1.228
O 6.235802 -8.283132 11.712923 0.5 -1.1 2.0 -0.448
H 7.578561 -7.366332 14.005107 0.7 0.0 -0.3 0.316
H 8.508878 -8.826706 13.304339 -0.2 0.6 -0.7 0.331
H 7.716965 -8.929628 14.766014 -0.7 -0.1 0.2 0.353
H 6.130748 -9.818494 13.126525 0.0 -0.5 -0.5 0.154
H 5.030685 -8.488346 14.841630 -0.5 -0.2 0.1 0.343
H 4.040602 -8.112452 13.369226 0.2 -1.2 -0.3 0.326
H 5.033953 -7.004100 13.980304 1.1 0.3 -0.1 0.321
C 12.334327 -3.981266 11.424774 -0.3 -0.7 0.2 -0.832
C 11.126219 -4.325993 10.569682 0.7 0.3 -0.2 0.687
O 9.967576 -4.194762 11.025214 -1.1 0.1 0.9 -0.565
O 11.299318 -4.705052 9.420590 0.4 -0.7 -1.8 -0.621
H 12.136464 -4.483630 12.371647 0.1 0.8 0.5 0.277
H 12.476241 -2.900642 11.439898 -0.1 -0.1 0.5 0.234
H 13.246032 -4.450276 11.054768 -0.2 0.1 -0.4 0.269
O 9.673409 -8.363169 6.543328 1.1 -2.5 -0.6 -0.611
C 10.438229 -8.785945 5.635892 -4.0 1.1 2.0 0.693
N 11.105255 -7.787250 5.074759 2.5 0.4 -2.1 -0.377
C 10.447172 -10.214055 5.069100 0.7 0.0 0.1 -1.017
H 11.364893 -7.000113 5.651902 -0.5 -0.1 -0.1 0.243
H 11.608288 -7.883324 4.204222 0.2 -0.2 0.3 0.181
H 9.685630 -10.899266 5.441456 -0.2 0.7 0.4 0.279
H 11.404884 -10.671182 5.317933 0.2 0.0 0.2 0.304
H 10.412238 -10.303930 3.983376 -0.1 0.6 -0.1 0.324
O 7.184747 -3.245092 5.886132 -1.0 -2.1 1.3 -0.588
C 7.599530 -2.417601 5.134994 -1.9 0.5 -0.6 0.652
N 8.832982 -2.008362 5.151286 3.6 1.8 -0.6 -0.345
C 6.728659 -1.789877 4.087480 -0.3 0.3 -1.2 -0.977
H 9.590213 -2.478201 5.626636 -0.5 0.0 0.3 0.223
H 9.053083 -1.119377 4.725411 0.1 -0.4 -0.1 0.190
H 5.702051 -1.637699 4.420673 0.2 -0.2 0.0 0.265
H 6.758120 -2.423646 3.201160 -0.4 -0.7 0.2 0.268
H 7.104575 -0.901015 3.580798 0.2 0.6 0.8 0.332
O 4.453361 -3.719590 10.226005 2.6 1.1 -1.9 -0.609
C 3.608258 -3.574601 11.062154 1.4 4.2 -1.2 0.667
N 3.055219 -4.631987 11.476370 -3.9 -3.9 2.9 -0.337
C 3.201082 -2.209823 11.633552 -0.4 0.2 0.3 -1.033
H 2.113795 -4.537409 11.829745 0.2 -0.6 0.3 0.208
H 3.359076 -5.487924 11.034637 -0.2 0.0 0.1 0.244
H 2.161227 -2.122665 11.948489 -0.2 -0.5 -0.1 0.338
H 3.348850 -1.377875 10.944999 0.4 -0.4 -0.2 0.281
H 3.741872 -1.986803 12.553286 0.4 -0.2 -0.1 0.267
N 4.447854 -7.482316 6.245213 -0.3 -3.4 -3.2 -0.291
C 4.686852 -8.814829 5.836410 -0.2 0.5 2.0 -0.316
C 3.835225 -9.674625 5.124765 0.3 1.1 0.3 -0.374
C 2.695303 -9.129755 4.594502 -1.2 2.2 -0.2 -0.135
C 2.470625 -7.735463 4.739628 1.4 -1.3 1.3 -0.469
C 3.401649 -7.020105 5.546582 -0.9 0.6 0.1 -0.155
H 5.533970 -9.282214 6.316351 0.3 0.1 0.0 0.356
H 3.947451 -10.745683 5.043223 0.7 0.0 0.1 0.355
H 1.947226 -9.726420 4.093736 0.0 -0.2 -0.1 0.352
H 1.530838 -7.272436 4.477325 0.2 0.1 -0.4 0.345
H 3.233397 -5.961650 5.679814 -0.2 0.2 0.1 0.353
```
Positions in Å, forces in eV/Å.


Record 4
Computed, not measured: 2 unconnected molecules or ions with the total composition C5H11N3 in a non-equilibrium geometry, with wB97M-V/def2-TZVPD.

HOMO energy (eV): -17.772
F_max (eV Å⁻¹): 6.65
Kohn-Sham gap (eV): 9.0
Net charge: +2

Structure (XYZ):
```
19
Properties=species:S:1:pos:R:3:forces:R:3:mulliken_charge:R:1
C 1.958244 -1.774704 0.506091 -1.3 -3.6 5.4 0.119
C 1.437811 -0.062056 -1.097322 0.7 -1.3 1.3 0.360
C 3.235249 -1.949666 0.823329 0.7 -0.9 -1.4 -0.597
C -1.416139 0.771188 -0.443632 -1.5 -0.8 1.6 -0.253
C -3.017712 1.312049 1.354505 -1.1 0.0 -1.6 -0.646
N 1.439052 -0.903209 -0.305713 -0.7 2.6 -2.8 0.097
N 1.468118 0.735191 -2.064137 -0.7 1.9 -1.0 -0.359
N -2.527421 0.501998 0.163114 0.9 -0.1 -0.8 -0.057
H 1.138699 -2.289448 1.138613 1.6 0.4 -1.3 0.262
H 4.049399 -1.476010 0.294526 0.0 0.4 0.1 0.299
H 3.527329 -2.849055 1.352674 -0.2 0.3 0.6 0.297
H -0.744305 1.535161 -0.084977 -0.4 0.5 0.3 0.240
H -1.030248 0.133897 -1.199147 -0.4 -0.5 -0.9 0.379
H -2.570220 2.294170 1.172065 -0.5 0.0 0.2 0.292
H -4.173314 1.329709 1.193420 2.2 0.0 1.1 0.324
H -2.558405 0.915809 2.278198 -0.9 -0.2 -0.4 0.325
H 1.124956 1.693380 -1.918804 0.6 -0.4 -0.7 0.286
H 1.789855 0.370996 -2.950563 0.0 0.4 -0.5 0.269
H -3.130949 -0.289401 -0.212241 0.9 1.2 0.7 0.361
```
Positions in Å, forces in eV/Å.


Record 5
Computed, not measured: 3 unconnected molecules or ions with the total composition H6O3 in a non-equilibrium geometry, with wB97M-V/def2-TZVPD.

HOMO energy (eV): -10.663
F_max (eV Å⁻¹): 8.49
Kohn-Sham gap (eV): 11.0
SMILES: O.O.O

Structure (XYZ):
```
9
Properties=species:S:1:pos:R:3:forces:R:3:mulliken_charge:R:1
O -0.605250 -1.260913 0.060536 0.3 4.0 -3.4 -0.627
H 0.315113 -0.983656 0.022354 0.1 0.0 0.1 0.329
H -0.667851 -1.931783 0.633700 -0.3 -3.9 3.4 0.270
O 2.273913 0.558046 0.749313 2.1 -0.4 3.1 -0.661
H 2.856582 0.649491 1.661892 -2.6 0.2 -3.7 0.341
H 1.796068 1.370766 0.545145 0.4 0.1 0.6 0.328
O -2.184889 0.499157 -1.589835 -0.1 -8.5 -0.1 -0.624
H -1.786433 -0.164261 -0.849473 -1.3 1.9 -2.7 0.390
H -1.997253 1.263153 -1.233632 1.4 6.6 2.7 0.254
```
Positions in Å, forces in eV/Å.


Record 6
Computed, not measured: 2 unconnected molecules or ions with the total composition C10H13O2 in a non-equilibrium geometry, with wB97M-V/def2-TZVPD.

HOMO energy (eV): -3.996
F_max (eV Å⁻¹): 2.00
Kohn-Sham gap (eV): 7.2
Net charge: -1

Structure (XYZ):
```
25
Properties=species:S:1:pos:R:3:forces:R:3:mulliken_charge:R:1
C -1.533233 -0.116776 -1.491582 1.5 -1.1 -0.2 -1.463
C -0.140767 2.743310 0.609052 -0.2 -0.2 -0.1 -0.598
C -1.290372 3.325298 1.108574 0.0 -0.8 -0.1 -0.366
C -0.187550 1.641253 -0.243873 0.3 -0.3 0.8 -0.169
C -1.390798 1.121530 -0.676970 -1.2 0.7 0.4 0.553
C -2.530680 2.763216 0.741735 1.3 1.2 1.0 -0.439
C -2.556672 1.741878 -0.176019 -0.3 0.0 -1.0 -0.343
H 0.837926 3.046530 0.930626 0.2 0.3 0.2 0.376
H -1.198277 4.110851 1.846330 -0.2 0.1 0.0 0.338
H 0.744340 1.104918 -0.339949 0.1 -0.1 -0.7 0.426
H -3.358310 3.185414 1.304390 -0.5 -0.3 -0.7 0.334
H -1.597061 -0.986392 -0.828535 -0.4 0.1 0.1 0.244
H -0.591370 -0.357128 -1.996462 0.0 0.3 -0.1 0.395
H -3.500092 1.488712 -0.653921 -0.1 -0.4 0.5 0.304
H -2.308015 -0.187422 -2.250767 -0.3 0.4 0.2 0.390
C 1.281847 -2.953928 0.618110 -0.2 1.5 0.2 -0.355
C 0.897747 -1.887434 1.678898 -0.2 -0.6 0.1 -0.894
C 2.066384 -2.328427 -0.587257 -0.2 -0.4 0.3 0.471
O 2.915769 -1.462938 -0.281250 0.0 0.1 -0.2 -0.736
O 1.762169 -2.786782 -1.710604 0.1 0.1 -0.1 -0.755
H 1.923468 -3.687088 1.104262 -0.1 -0.3 -0.3 0.319
H 0.339823 -3.346518 0.244379 0.3 -0.7 -0.1 0.202
H 1.376757 -0.937958 1.508816 0.5 0.2 0.0 0.213
H 1.118791 -2.248734 2.685976 0.1 0.2 0.1 0.311
H -0.170457 -1.691088 1.669654 -0.3 0.0 -0.1 0.242
```
Positions in Å, forces in eV/Å.